{
  "formula": "C13H25NO5Rb",
  "method": "the ωB97M-V functional and the def2-TZVPD basis",
  "elements": ["Rb", "O", "C", "O", "O", "H", "C", "C", "C", "C", "C", "C", "N", "O", "C", "C", "C", "H", "H", "H", "H", "H", "H", "H", "H", "H", "H", "H", "H", "H", "H", "H", "H", "H", "H", "C", "C", "O", "C", "H", "H", "H", "H", "H", "H"],
  "xyz": [[-0.1923, -6.6831, -24.0360], [2.6694, -7.5692, -22.3104], [2.2367, -8.6986, -22.8312], [3.1269, -9.2654, -23.4222], [1.0406, -9.0204, -22.7817], [3.5035, -7.8434, -22.6984], [2.5356, -7.3427, -26.8412], [1.4380, -7.2766, -27.8667], [2.1105, -7.2871, -29.2456], [2.5252, -8.6429, -29.8221], [1.2977, -9.6141, -29.7035], [0.0455, -9.2386, -28.8360], [0.5168, -8.4628, -27.6940], [-0.4321, -8.3831, -26.4771], [-0.5926, -10.6361, -28.3653], [-0.9898, -8.3553, -29.6679], [0.6894, -5.9404, -27.7392], [3.3238, -6.5914, -26.8907], [3.0198, -8.3146, -26.7460], [2.0933, -7.3352, -25.8450], [3.0185, -6.6869, -29.1876], [1.4694, -6.7836, -29.9692], [3.4183, -9.1228, -29.4218], [2.8026, -8.5983, -30.8753], [1.5807, -10.6440, -29.4859], [0.9113, -9.6014, -30.7226], [-1.0303, -11.0719, -29.2634], [-1.5643, -10.5114, -27.8875], [0.0234, -11.3392, -27.8049], [-1.4333, -8.9779, -30.4449], [-0.4994, -7.5215, -30.1702], [-1.8640, -7.9041, -29.1986], [0.4050, -5.7681, -26.7011], [-0.1642, -6.0092, -28.4135], [1.3503, -5.0932, -27.9225], [-1.7518, -4.7652, -20.3591], [-0.3554, -5.0856, -20.7104], [0.0218, -4.7974, -21.8368], [0.5381, -5.7166, -19.6246], [-1.8738, -4.1042, -19.5010], [-2.1756, -5.7403, -20.1191], [-2.2340, -4.3193, -21.2290], [0.0575, -6.6730, -19.4186], [0.5205, -4.9948, -18.8081], [1.5319, -5.9375, -20.0140]],
  "e_above_lowest_ev": 3.251,
  "e_tot_ha": -965.3239,
  "total_charge": -1,
  "mol_weight_g_mol": 360.81,
  "gap_ev": 4.0,
  "fmax_ev_per_a": 4.6,
  "homo_energy_ha": -0.079
}